# C4H9ClN2O

One molecule with the formula C4H9ClN2O at a distorted geometry (ωB97M-V with the def2-TZVPD basis set, OMol25).

Properties
- Energy relative to the best compared isomer or geometry (same formula, charge and spin): 52.3 kcal per mole
- Total charge: 0
- Electronic energy: -21841.9511 eV
- Lowest unoccupied orbital energy: 0.796 eV
- HOMO-LUMO gap: 10.028 eV

Geometry as XYZ:
```
17
Properties=species:S:1:pos:R:3:forces:R:3:nbo_charge:R:1
H -0.1154 0.8839 2.5594 -0.0422 0.0077 -0.1726 0.35
N -0.2034 1.0619 1.5580 0.1930 -0.5182 -0.1464 -0.67
C 0.1308 0.0226 0.9057 0.0649 0.3620 0.6410 0.40
C 0.6016 -1.3076 1.4867 0.9324 0.1886 -0.1466 -0.46
Cl 0.3999 -1.4125 3.2494 -0.0388 -0.0269 -0.1875 -0.03
N 0.0130 -0.0268 -0.4815 0.0568 0.2032 -0.2368 -0.17
C 1.0158 -0.7148 -1.2774 0.7829 0.5420 -0.4176 -0.43
O -0.1571 1.2481 -1.0449 -0.0643 -0.0234 -0.1049 -0.38
C -1.5417 1.5445 -1.1602 -0.2765 -0.0427 1.0405 -0.25
H 1.6852 -1.4770 1.2781 -0.8362 0.2288 0.1597 0.24
H 0.0458 -2.1027 1.0140 -0.1901 -0.3223 0.0760 0.23
H 1.1193 -1.7465 -0.9461 0.0004 0.0409 -0.0580 0.20
H 0.6568 -0.7037 -2.3202 0.2444 -0.0867 0.4878 0.22
H 2.0312 -0.1992 -1.2412 -1.1357 -0.5447 0.0091 0.19
H -1.9998 1.6440 -0.1514 0.2512 -0.1184 -0.6606 0.20
H -2.0607 0.8044 -1.7518 -0.1217 -0.4454 -0.1024 0.17
H -1.6212 2.4814 -1.6766 0.1793 0.5555 -0.1807 0.19
```
Forces are in eV/Å.